Record 1
{
  "formula": "CH5FP2",
  "method": "wB97M-V/def2-TZVPD",
  "lumo_ev": 0.87,
  "homo_ev": -9.178,
  "total_charge": 0,
  "de_lowest_kj_mol": 248.01,
  "homo_lumo_gap_ev": 10.05,
  "energy_ha": -823.56480,
  "symbols": ["C", "F", "P", "P", "H", "H", "H", "H", "H"],
  "positions_angstrom": [[0.497, 0.253, 0.016], [1.509, 0.225, -0.904], [-1.059, 0.719, -0.916], [0.507, -1.424, 0.779], [0.993, 1.134, 0.905], [-0.716, 2.012, -0.721], [-1.697, 0.859, 0.254], [0.797, -2.055, -0.507], [-0.831, -1.724, 1.095]],
  "atomic_forces_ev_per_a": [[0.923, 2.461, 2.604], [0.904, -0.132, -0.860], [1.095, -0.837, -0.540], [1.579, -0.738, 0.142], [-2.114, -2.563, -2.508], [0.199, 1.807, -0.581], [-1.398, -0.236, 1.604], [-0.884, 0.132, 0.860], [-0.303, 0.106, -0.721]],
  "nbo_charge": [-0.33, -0.39, 0.33, 0.25, 0.20, -0.03, -0.04, 0.01, -0.02]
}

Record 2
{
  "formula": "CH5I3Si2",
  "method": "wB97M-V/def2-TZVPD",
  "lumo_ev": -1.69,
  "homo_ev": -9.295,
  "total_charge": 0,
  "de_lowest_kj_mol": 8.20,
  "homo_lumo_gap_ev": 7.61,
  "energy_ha": -1513.20728,
  "symbols": ["C", "Si", "Si", "I", "I", "I", "H", "H", "H", "H", "H"],
  "positions_angstrom": [[-0.225, 0.137, -0.066], [-1.664, 0.905, -1.047], [4.578, 0.456, -1.569], [-1.691, 3.263, -0.227], [4.396, 1.197, 0.834], [4.088, -2.039, -1.360], [-0.044, 0.355, 0.963], [-0.216, -0.952, -0.010], [0.754, 0.466, -0.728], [-3.124, 0.202, -0.874], [-1.339, 1.095, -2.435]],
  "atomic_forces_ev_per_a": [[1.938, 0.028, -2.549], [-1.147, -0.351, 1.841], [-0.182, -0.557, 0.630], [-0.208, -0.399, -0.129], [0.023, -0.183, -0.575], [0.126, 0.748, -0.056], [-0.165, 1.064, 0.564], [-0.147, -0.214, -0.698], [-2.253, -0.822, 1.816], [1.897, 0.919, -0.174], [0.117, -0.233, -0.670]],
  "nbo_charge": [-1.11, 0.92, 0.61, -0.26, -0.30, -0.31, 0.26, 0.25, 0.24, -0.13, -0.17]
}

Record 3
{
  "formula": "CH5IN2",
  "method": "wB97M-V/def2-TZVPD",
  "lumo_ev": [-0.51, -0.51],
  "homo_ev": [-8.231, -8.230],
  "total_charge": 0,
  "de_lowest_kj_mol": 112.41,
  "homo_lumo_gap_ev": [7.72, 7.72],
  "energy_ha": -448.21000,
  "smiles": "CN(N)I",
  "symbols": ["C", "N", "N", "I", "H", "H", "H", "H", "H"],
  "positions_angstrom": [[0.706, 0.509, -0.189], [-1.165, -0.469, 0.640], [-0.588, 0.764, 0.407], [-1.516, 2.281, -0.928], [1.265, 1.400, -0.115], [1.338, -0.259, 0.122], [0.565, 0.113, -1.222], [-2.228, -0.407, 0.670], [-0.830, -1.279, 0.044]],
  "atomic_forces_ev_per_a": [[-0.768, 0.213, -2.377], [-2.034, -0.687, -0.839], [0.383, -0.695, 1.129], [-0.159, -0.584, -0.017], [0.662, 1.104, -0.538], [0.432, -1.536, 2.183], [0.130, 0.965, -0.004], [2.118, -0.228, 0.120], [-0.764, 1.448, 0.344]],
  "nbo_charge": [-0.47, -0.62, -0.28, 0.04, 0.22, 0.21, 0.17, 0.38, 0.34]
}

Record 4
{
  "formula": "CH5IN2O",
  "method": "wB97M-V/def2-TZVPD",
  "lumo_ev": -1.10,
  "homo_ev": -9.408,
  "total_charge": 0,
  "de_lowest_kj_mol": 67.58,
  "homo_lumo_gap_ev": 8.31,
  "energy_ha": -523.41040,
  "smiles": "C=[N+]([O-])I.N",
  "symbols": ["C", "N", "N", "O", "I", "H", "H", "H", "H", "H"],
  "positions_angstrom": [[-1.569, -0.241, 0.951], [-0.476, -0.803, 0.692], [1.303, 0.819, -1.017], [-0.370, -1.581, -0.344], [1.223, -0.621, 1.972], [-1.545, 0.599, 1.792], [-2.316, -0.258, 0.110], [1.945, 1.346, -1.688], [1.386, -0.214, -1.163], [0.419, 0.955, -1.304]],
  "atomic_forces_ev_per_a": [[-1.668, 4.173, 1.540], [1.366, -2.939, -2.546], [4.664, -0.942, -0.231], [0.606, 1.179, 1.808], [-0.523, -0.094, -0.035], [-0.383, -2.229, -1.848], [0.603, -0.189, 1.361], [-1.204, -1.266, 1.223], [0.479, 1.202, 0.032], [-3.938, 1.105, -1.305]],
  "nbo_charge": [-0.17, -0.04, -1.08, -0.53, 0.29, 0.21, 0.23, 0.36, 0.38, 0.34]
}

Record 5
{
  "formula": "CH5INO",
  "method": "wB97M-V/def2-TZVPD",
  "lumo_ev": -5.08,
  "homo_ev": -14.713,
  "total_charge": 1,
  "de_lowest_kj_mol": 19.73,
  "homo_lumo_gap_ev": 9.63,
  "energy_ha": -468.50318,
  "symbols": ["C", "N", "O", "I", "H", "H", "H", "H", "H"],
  "positions_angstrom": [[1.102, 1.175, -0.199], [-0.099, 0.933, -0.011], [-0.955, -1.644, 0.079], [2.710, -0.129, 0.502], [1.442, 2.154, -0.566], [-0.890, 1.458, -0.433], [-0.380, -0.046, 0.087], [-1.103, -2.233, 0.852], [-1.827, -1.668, -0.310]],
  "atomic_forces_ev_per_a": [[4.096, 0.648, 0.771], [-2.975, -0.796, -1.474], [-0.206, -0.599, 0.976], [-1.586, 1.120, -0.787], [-0.169, -0.435, 0.019], [0.968, 0.420, 0.528], [-0.244, -0.899, 1.022], [0.597, 0.492, -0.419], [-0.481, 0.048, -0.635]],
  "nbo_charge": [0.14, -0.65, -0.95, 0.32, 0.24, 0.44, 0.46, 0.51, 0.49]
}

Record 6
{
  "formula": "CH5N",
  "method": "wB97M-V/def2-TZVPD",
  "lumo_ev": 1.24,
  "homo_ev": -9.449,
  "total_charge": 0,
  "de_lowest_kj_mol": 15.95,
  "homo_lumo_gap_ev": 10.68,
  "energy_ha": -95.83254,
  "smiles": "CN",
  "symbols": ["C", "H", "H", "H", "H", "H", "N"],
  "positions_angstrom": [[-0.556, 0.007, -0.084], [-0.980, 0.881, -0.577], [-1.012, -0.842, -0.582], [-0.943, -0.030, 0.938], [1.334, 0.802, 0.310], [1.289, -0.818, 0.248], [0.867, 0.000, -0.254]],
  "atomic_forces_ev_per_a": [[-1.101, 0.099, 0.032], [0.016, 0.137, 0.071], [0.143, -0.257, -0.229], [0.155, 0.170, 0.196], [-1.289, -1.485, -1.425], [-0.664, 0.717, -0.827], [2.740, 0.618, 2.183]],
  "nbo_charge": [-0.41, 0.19, 0.19, 0.16, 0.35, 0.35, -0.82]
}

Record 7
{
  "formula": "CH5N2O",
  "method": "wB97M-V/def2-TZVPD",
  "lumo_ev": [-7.25, -7.25],
  "homo_ev": [-16.596, -16.596],
  "total_charge": 1,
  "de_lowest_kj_mol": 488.37,
  "homo_lumo_gap_ev": [9.35, 9.35],
  "energy_ha": -225.42107,
  "smiles": "C[N+](N)=O",
  "symbols": ["C", "N", "N", "O", "H", "H", "H", "H", "H"],
  "positions_angstrom": [[-0.170, 0.024, 1.105], [-0.077, 0.314, -1.454], [0.368, -0.519, -0.062], [1.031, -1.456, -0.231], [-1.185, -0.367, 1.273], [-0.247, 1.111, 1.059], [0.443, -0.289, 1.961], [-0.524, 1.208, -1.355], [0.361, -0.026, -2.296]],
  "atomic_forces_ev_per_a": [[-0.783, 0.565, 2.737], [0.825, -2.969, 4.387], [-0.284, 2.144, -7.454], [-0.533, 0.504, 0.755], [0.161, -0.132, -0.328], [0.191, -0.167, -0.293], [-0.048, 0.025, -0.323], [0.084, 0.266, 0.401], [0.386, -0.237, 0.119]],
  "nbo_charge": [-0.52, -0.63, 0.48, -0.06, 0.31, 0.28, 0.29, 0.42, 0.43]
}

Record 8
{
  "formula": "CH5N2O",
  "method": "wB97M-V/def2-TZVPD",
  "lumo_ev": -5.79,
  "homo_ev": -16.507,
  "total_charge": 1,
  "de_lowest_kj_mol": 249.43,
  "homo_lumo_gap_ev": 10.72,
  "energy_ha": -225.51208,
  "symbols": ["C", "N", "N", "O", "H", "H", "H", "H", "H"],
  "positions_angstrom": [[-0.959, 0.981, 0.101], [-2.596, -0.860, 0.030], [-1.844, -0.032, 0.028], [0.695, -1.324, -0.089], [-0.661, 1.181, -1.014], [-0.035, 0.472, 0.366], [-1.014, 1.881, 0.697], [1.330, -1.691, -0.780], [1.050, -1.961, 0.545]],
  "atomic_forces_ev_per_a": [[4.131, 1.360, -3.235], [2.842, 2.896, -0.211], [-5.175, -3.904, 0.950], [2.085, -1.755, -1.271], [-0.873, 0.164, 1.799], [0.383, -0.273, 0.451], [-1.372, -0.071, 0.248], [-1.351, 1.362, 0.137], [-0.670, 0.221, 1.131]],
  "nbo_charge": [-0.57, 0.37, 0.18, -0.98, 0.32, 0.35, 0.33, 0.50, 0.49]
}